(1)
A 8-piece molecular cluster, C7H28FN14O7 overall at a distorted geometry. Source: OMol25; level of theory: ωB97M-V with the def2-TZVPD basis set.

```
! wB97M-V def2-TZVPD RIJCOSX def2/J DEFGRID3
* xyz -1 1
F -25.62 -15.77 2.00
C -24.70 -12.43 0.91
O -24.27 -11.55 0.18
N -25.56 -13.40 0.47
N -24.25 -12.67 2.19
H -25.67 -14.27 0.98
H -25.95 -13.27 -0.45
H -24.71 -13.41 2.69
H -23.69 -12.02 2.71
C -25.35 -19.08 0.73
O -25.14 -20.23 0.37
N -25.83 -18.11 -0.11
N -25.26 -18.69 2.05
H -26.13 -18.34 -1.03
H -26.10 -17.21 0.26
H -24.70 -19.24 2.67
H -25.42 -17.70 2.17
C -21.74 -16.15 2.72
O -20.62 -16.46 3.10
N -22.89 -16.63 3.31
N -22.01 -15.30 1.68
H -23.75 -16.35 2.86
H -22.90 -17.26 4.08
H -21.29 -14.67 1.40
H -22.98 -15.04 1.60
C -29.40 -14.04 1.11
O -30.47 -13.46 1.26
N -28.56 -14.29 2.16
N -28.99 -14.55 -0.10
H -28.81 -13.69 2.93
H -27.70 -14.81 2.10
H -29.69 -14.57 -0.81
H -28.07 -14.96 -0.16
C -25.34 -14.91 6.05
O -24.76 -14.80 7.11
N -26.70 -15.05 5.95
N -24.75 -14.92 4.82
H -27.26 -15.10 6.78
H -27.14 -14.91 5.05
H -25.29 -15.20 4.01
H -23.76 -14.80 4.71
C -28.15 -17.67 4.01
O -29.22 -17.93 4.54
N -28.06 -17.35 2.68
N -26.95 -17.64 4.64
H -28.91 -17.38 2.15
H -27.25 -16.99 2.22
H -26.84 -17.53 5.63
H -26.16 -17.52 4.03
C -23.15 -15.28 -2.09
O -22.36 -16.01 -2.67
N -23.75 -15.62 -0.92
N -23.46 -14.03 -2.56
H -24.40 -15.00 -0.47
H -23.52 -16.48 -0.44
H -24.01 -13.41 -1.99
H -22.81 -13.62 -3.21
*
```

Gap between HOMO and LUMO = 9.77 eV
ΔE to the lowest compared entry with this formula, charge and spin = 0.0 kcal per mole
E = -1677.0879 Ha
Highest occupied orbital energy = -7.500 eV
F_max = 0.0316 Eh/bohr

Atomic partial charges in e from the Löwdin method, atoms 1 to 8: -0.50 -0.68 0.01 0.13 0.17 0.03 0.10 0.06

---

(2)
C7H28FO7Pd as an isolated structure at a distorted geometry. Source: OMol25; level of theory: ωB97M-V with the def2-TZVPD basis set.

```
! wB97M-V def2-TZVPD RIJCOSX def2/J DEFGRID3
* xyz 0 4
Pd -7.47 9.97 -30.58
F -9.62 10.22 -30.82
C -8.61 6.99 -30.13
O -7.51 7.79 -30.19
H -8.52 6.02 -29.63
H -9.30 7.61 -29.55
H -8.91 6.84 -31.17
H -6.88 7.17 -30.56
C -8.20 9.72 -33.54
O -7.13 9.41 -32.71
H -8.21 10.81 -33.48
H -8.05 9.38 -34.57
H -9.15 9.28 -33.25
H -6.40 9.03 -33.21
C -12.09 7.60 -30.16
O -11.40 8.23 -31.28
H -12.98 8.19 -29.91
H -12.34 6.57 -30.43
H -11.41 7.53 -29.32
H -10.87 8.98 -31.01
C -10.97 11.90 -33.31
O -11.70 11.24 -32.34
H -11.43 12.78 -33.76
H -10.27 12.40 -32.64
H -10.42 11.30 -34.03
H -11.05 10.85 -31.76
C -8.02 13.19 -30.14
O -7.46 12.24 -31.07
H -7.66 14.18 -30.42
H -9.09 13.02 -30.12
H -7.73 13.11 -29.09
H -7.21 12.69 -31.87
C -8.24 11.07 -27.43
O -7.31 10.40 -28.29
H -9.05 11.18 -28.16
H -8.59 10.59 -26.52
H -7.95 12.10 -27.21
H -6.63 10.09 -27.69
C -12.49 11.16 -28.40
O -11.32 11.90 -28.58
H -12.19 10.30 -27.80
H -13.20 11.75 -27.82
H -12.93 10.88 -29.36
H -10.75 11.36 -29.13
*
```

Gap between HOMO and LUMO (spin up / spin down) = 4.59 / 7.94 eV
E = -1037.6103 Ha
Highest occupied orbital energy (spin up / spin down) = -3.959 / -9.361 eV
F_max = 0.0587 Eh/bohr

Atomic partial charges in e from the Löwdin method, atoms 1 to 8: 1.03 -0.48 -0.17 -0.25 0.09 0.06 0.09 0.08

---

(3)
A 7-piece molecular cluster, C7H28N10O7 overall at a distorted geometry. Source: OMol25; level of theory: ωB97M-V with the def2-TZVPD basis set.

```
! wB97M-V def2-TZVPD RIJCOSX def2/J DEFGRID3
* xyz 0 1
N -1.45 0.23 -2.76
C -2.16 -0.37 -1.90
N -2.50 0.55 -1.01
O -2.34 -1.68 -1.86
H -1.23 -0.28 -3.62
H -1.35 1.28 -2.84
H -3.11 0.24 -0.23
H -2.20 1.55 -0.99
N 0.79 0.95 -1.11
C 0.80 1.44 0.09
N 1.94 1.96 0.45
O -0.28 1.35 0.93
H -0.16 0.59 -1.43
H 1.34 1.35 -1.91
H 2.03 2.09 1.48
H 2.53 2.63 -0.08
N -4.25 -0.46 0.93
C -5.54 -0.62 0.76
N -6.23 0.49 0.84
O -6.17 -1.80 0.52
H -3.80 -1.31 0.99
H -3.78 0.29 1.44
H -7.21 0.40 0.72
H -5.68 1.36 0.76
N 3.94 0.29 0.56
C 4.31 -0.51 -0.37
N 3.45 -0.53 -1.39
O 5.49 -1.24 -0.31
H 4.39 0.19 1.52
H 2.99 0.70 0.63
H 3.70 -1.11 -2.16
H 2.62 0.00 -1.36
N 1.14 0.66 3.12
C 2.25 1.29 3.25
N 1.98 2.54 2.98
O 3.56 0.70 3.36
H 1.23 -0.38 3.30
H 0.42 0.89 2.53
H 2.63 3.38 3.15
H 1.00 2.84 3.27
C 1.21 -1.90 -2.85
O 0.09 -2.61 -3.40
H 1.95 -1.43 -3.46
H 1.66 -2.51 -2.06
H 0.74 -1.01 -2.37
H -0.57 -2.55 -2.73
C 0.29 -1.77 0.85
O -1.09 -1.65 0.95
H 0.54 -1.77 -0.09
H 0.71 -2.66 1.39
H 0.71 -0.92 1.41
H -1.33 -1.18 0.14
*
```

Gap between HOMO and LUMO = 7.87 eV
SMILES = NC(N)=O.NC(N)=O.NC(N)=O.NC(N)=O.NC(N)=O.CO.CO
ΔE to the lowest compared entry with this formula, charge and spin = 199.1 kcal per mole
E = -1357.6287 Ha
Highest occupied orbital energy = -8.658 eV
F_max = 0.1807 Eh/bohr

Atomic partial charges in e from the Löwdin method, atoms 1 to 8: 0.11 -0.68 0.15 -0.02 0.15 0.16 0.06 0.14

---

(4)
A 8-piece molecular cluster, C7H28N5O10 overall at a distorted geometry. Source: OMol25; level of theory: ωB97M-V with the def2-TZVPD basis set.

```
! wB97M-V def2-TZVPD RIJCOSX def2/J DEFGRID3
* xyz -1 1
N 0.40 0.45 -0.27
O 1.60 0.19 0.02
O -0.23 1.08 0.61
O -0.13 0.01 -1.31
C 4.48 -0.34 -2.15
O 4.17 -1.00 -0.92
H 4.49 -1.13 -2.91
H 3.73 0.44 -2.32
H 5.47 0.12 -2.15
H 3.45 -0.52 -0.51
C -3.06 3.15 1.04
O -2.57 2.76 -0.26
H -3.89 3.86 0.99
H -3.28 2.19 1.52
H -2.26 3.71 1.51
H -1.83 2.16 -0.06
C 1.42 -3.46 -1.63
O 0.43 -2.87 -0.82
H 2.08 -4.15 -1.09
H 0.92 -4.08 -2.37
H 2.19 -2.82 -2.08
H 0.37 -1.95 -1.11
C 0.99 -0.90 3.17
O 0.27 -0.92 4.39
H 0.81 -0.02 2.56
H 2.06 -0.94 3.41
H 0.88 -1.68 2.42
H 0.48 -0.08 4.81
C -3.60 -1.32 0.66
O -4.60 -1.43 1.69
H -3.40 -2.31 0.25
H -3.95 -0.61 -0.09
H -2.67 -1.00 1.13
H -5.36 -1.82 1.25
C -2.81 -0.67 -3.91
O -3.29 -1.16 -4.93
N -1.96 0.42 -3.90
N -3.07 -1.13 -2.65
H -1.44 0.57 -3.06
H -1.71 0.93 -4.73
H -3.76 -1.82 -2.44
H -2.43 -0.79 -1.95
C 2.89 2.66 2.63
O 3.59 3.19 3.49
N 1.54 2.54 2.72
N 3.35 1.98 1.54
H 1.11 2.97 3.52
H 0.99 2.06 2.03
H 4.32 2.12 1.33
H 2.80 1.39 0.92
*
```

Gap between HOMO and LUMO = 9.90 eV
ΔE to the lowest compared entry with this formula, charge and spin = 9.6 kcal per mole
E = -1309.6664 Ha
Highest occupied orbital energy = -7.218 eV
F_max = 0.0393 Eh/bohr

Atomic partial charges in e from the Löwdin method, atoms 1 to 8: -0.51 -0.06 -0.04 -0.02 -0.16 -0.14 0.07 0.08

---

(5)
A 8-piece molecular cluster, C7H28NO10 overall. Source: OMol25; level of theory: ωB97M-V with the def2-TZVPD basis set.

```
! wB97M-V def2-TZVPD RIJCOSX def2/J DEFGRID3
* xyz -1 1
N -11.46 -20.07 -9.94
O -10.36 -19.66 -9.49
O -11.64 -21.30 -10.09
O -12.37 -19.26 -10.19
C -10.79 -16.16 -10.18
O -9.74 -17.06 -10.52
H -10.85 -16.01 -9.10
H -10.59 -15.21 -10.68
H -11.76 -16.51 -10.55
H -10.00 -17.93 -10.15
C -14.96 -21.66 -8.94
C -13.99 -22.07 -7.86
C -14.68 -22.43 -6.56
O -13.21 -23.19 -8.25
H -14.43 -21.35 -9.85
H -15.56 -20.80 -8.63
H -15.67 -22.45 -9.21
H -13.33 -21.21 -7.67
H -15.56 -23.04 -6.74
H -15.06 -21.52 -6.08
H -13.98 -22.94 -5.90
H -12.76 -22.95 -9.07
C -15.34 -16.59 -9.74
C -15.19 -17.07 -8.30
C -16.54 -17.33 -7.68
O -14.45 -18.28 -8.22
H -16.12 -17.14 -10.27
H -14.41 -16.71 -10.31
H -15.62 -15.53 -9.81
H -14.65 -16.28 -7.75
H -17.16 -16.44 -7.56
H -16.39 -17.81 -6.70
H -17.05 -18.09 -8.28
H -13.99 -18.45 -9.05
O -12.25 -22.95 -12.67
H -12.36 -22.16 -12.13
H -11.32 -23.16 -12.53
O -12.17 -18.22 -12.90
H -11.25 -17.95 -12.89
H -12.37 -18.40 -11.97
O -9.97 -18.39 -6.87
H -10.21 -18.59 -7.79
H -10.09 -19.24 -6.43
O -9.51 -22.16 -11.80
H -8.62 -22.45 -11.59
H -9.84 -21.73 -11.00
*
```

Gap between HOMO and LUMO = 10.11 eV
ΔE to the lowest compared entry with this formula, charge and spin = 0.0 kcal per mole
E = -1090.6465 Ha
Highest occupied orbital energy = -7.121 eV
F_max = 0.0157 Eh/bohr

Atomic partial charges in e from the Löwdin method, atoms 1 to 8: -0.51 -0.04 -0.02 -0.04 -0.17 -0.14 0.08 0.07

---

(6)
A 10-piece molecular cluster, C7H28O10 overall at a distorted geometry. Source: OMol25; level of theory: ωB97M-V with the def2-TZVPD basis set.

```
! wB97M-V def2-TZVPD RIJCOSX def2/J DEFGRID3
* xyz 0 1
C 2.21 -2.60 -1.28
C 2.31 -1.34 -1.67
C 2.47 -0.23 -0.65
C 1.72 -0.22 0.45
C 3.50 0.80 -1.02
C 2.92 1.88 -1.94
C 2.34 1.40 -3.21
O 1.16 1.38 -3.48
H 1.99 -3.23 -2.14
H 2.15 -2.90 -0.27
H 2.27 -0.91 -2.65
H 1.96 0.62 1.11
H 0.95 -0.81 0.89
H 3.82 1.39 -0.15
H 4.36 0.24 -1.37
H 3.79 2.56 -2.22
H 2.22 2.60 -1.50
H 3.06 0.97 -3.88
O 0.75 0.24 3.80
H 1.16 -0.61 3.66
H 1.33 0.95 4.08
O -4.05 -2.19 -0.34
H -4.28 -2.00 -1.24
H -4.29 -1.35 0.16
O -1.29 2.34 -2.91
H -1.14 3.29 -2.79
H -0.41 1.93 -2.98
O -0.17 -1.71 2.83
H -0.43 -2.32 2.12
H 0.02 -2.16 3.65
O -4.34 0.19 0.91
H -4.19 0.72 0.12
H -3.50 -0.16 1.27
O -2.31 1.37 -0.38
H -1.50 1.00 0.00
H -1.94 1.80 -1.17
O -0.64 3.06 0.94
H -0.72 3.37 1.85
H -1.54 2.69 0.81
O -2.06 -2.91 1.30
H -2.35 -3.61 1.89
H -2.68 -2.78 0.57
O -1.87 -0.72 2.13
H -1.23 -0.43 2.77
H -1.53 -1.60 1.96
*
```

Gap between HOMO and LUMO = 9.54 eV
SMILES = C=CC(=C)CCC=O.O.O.O.O.O.O.O.O.O
ΔE to the lowest compared entry with this formula, charge and spin = 87.6 kcal per mole
E = -1035.7734 Ha
Highest occupied orbital energy = -9.302 eV
F_max = 0.0900 Eh/bohr

Atomic partial charges in e from the Löwdin method, atoms 1 to 8: 0.03 -0.13 -0.32 0.08 -0.15 -0.15 -0.25 0.05

---

(7)
C7H28O7 as an isolated structure at a distorted geometry. Source: OMol25; level of theory: ωB97M-V with the def2-TZVPD basis set.

```
! wB97M-V def2-TZVPD RIJCOSX def2/J DEFGRID3
* xyz 0 1
C -3.79 2.04 -0.13
O -4.51 0.96 -0.66
H -4.28 2.23 0.82
H -3.65 3.10 -0.93
H -2.73 1.77 0.10
H -4.57 0.98 -1.70
C 0.46 2.55 4.07
O 0.22 3.44 2.96
H -0.42 2.09 4.49
H 1.06 3.07 4.69
H 1.12 1.78 3.69
H 0.84 4.22 3.00
C 0.43 0.21 0.65
O -0.53 0.62 1.64
H 1.33 0.02 1.02
H 0.73 0.77 0.02
H 0.23 -0.71 0.35
H -0.34 1.42 2.04
C -0.10 -2.76 -2.35
O -1.16 -3.56 -2.88
H -0.16 -1.97 -3.03
H 0.97 -3.31 -2.49
H -0.25 -2.20 -1.34
H -0.99 -3.93 -3.73
C 1.23 1.48 -3.18
O 2.31 0.92 -2.64
H 0.87 1.17 -4.09
H 1.23 2.64 -3.33
H 0.41 1.20 -2.44
H 2.32 -0.06 -2.81
C 4.38 -1.69 -0.37
O 4.09 -1.55 1.03
H 5.31 -2.20 -0.40
H 4.21 -0.81 -0.98
H 3.78 -2.31 -1.02
H 4.25 -0.55 1.38
C -2.63 -1.94 1.22
O -1.82 -1.89 2.32
H -3.50 -1.40 1.43
H -2.78 -3.29 1.09
H -2.40 -1.31 0.25
H -1.19 -1.23 2.21
*
```

Gap between HOMO and LUMO = 9.68 eV
ΔE to the lowest compared entry with this formula, charge and spin = 238.3 kcal per mole
E = -809.7913 Ha
Highest occupied orbital energy = -9.335 eV
F_max = 0.2422 Eh/bohr

Atomic partial charges in e from the Löwdin method, atoms 1 to 8: -0.22 -0.18 0.06 0.15 0.05 0.14 -0.12 -0.14

---

(8)
C7H2Cl5FeI2O4S as an isolated structure. Source: OMol25; level of theory: ωB97M-V with the def2-TZVPD basis set.

```
! wB97M-V def2-TZVPD RIJCOSX def2/J DEFGRID3
* xyz 0 2
Fe -0.08 -0.26 0.22
I -0.93 1.45 -2.00
C -0.56 2.83 -0.43
I 1.25 2.32 0.58
H -1.36 2.70 0.30
H -0.49 3.83 -0.83
Cl 0.03 -1.14 3.73
C 1.31 -1.49 2.65
C 1.23 -1.14 1.31
C 2.29 -1.46 0.49
Cl 2.04 -0.99 -1.18
C 3.44 -2.08 0.91
Cl 4.71 -2.42 -0.19
C 3.52 -2.43 2.26
Cl 4.94 -3.20 2.85
C 2.46 -2.13 3.12
Cl 2.58 -2.57 4.78
O -1.41 -1.49 0.32
S -2.42 -0.55 1.09
O -2.90 -1.18 2.27
O -1.30 0.51 1.39
O -3.37 0.01 0.18
*
```

Gap between HOMO and LUMO (spin up / spin down) = 7.94 / 8.11 eV
ΔE to the lowest compared entry with this formula, charge and spin = 1.3 kcal per mole
E = -5127.0980 Ha
Highest occupied orbital energy (spin up / spin down) = -9.521 / -9.514 eV
F_max = 0.0165 Eh/bohr

Atomic partial charges in e from the Löwdin method, atoms 1 to 8: 0.22 0.97 -1.04 1.00 -0.03 -0.03 0.78 -0.66

---

(9)
C7H2ClCsF14Mg2N2NaO13 as an isolated structure at a distorted geometry. Source: OMol25; level of theory: ωB97M-V with the def2-TZVPD basis set.

```
! wB97M-V def2-TZVPD RIJCOSX def2/J DEFGRID3
* xyz -1 1
O 1.00 1.54 -3.98
C 0.66 0.87 -3.08
N 1.45 0.93 -1.84
C 1.45 -0.22 -0.95
F 1.55 -1.54 -1.65
F 0.36 -0.12 -0.10
C 2.78 -0.18 -0.08
F 3.76 -0.17 -0.99
F 2.82 0.95 0.61
C 3.09 -1.47 0.85
F 1.99 -1.98 1.39
F 3.74 -2.48 0.09
F 3.90 -1.13 1.77
O -0.55 0.00 -3.28
C -1.68 0.42 -2.60
F -2.06 -0.61 -1.74
F -1.47 1.55 -1.94
C -2.84 0.52 -3.64
F -4.00 0.53 -3.02
F -2.67 1.56 -4.44
F -2.78 -0.62 -4.36
H 1.21 1.78 -1.29
C -3.18 1.64 0.81
O -2.10 2.25 0.85
O -4.00 1.52 1.75
O -3.60 0.99 -0.24
Mg -0.70 3.86 -1.85
Mg 2.29 -3.31 -1.03
O -4.52 1.11 6.31
Cl -4.65 1.23 4.91
O -3.61 0.62 4.21
O -4.71 2.84 4.56
O -5.88 0.73 4.46
F -5.58 0.10 -0.37
Na -1.61 -0.48 0.54
N 6.70 -0.92 1.28
O 6.90 -2.00 1.85
O 6.60 0.14 1.95
O 6.56 -0.87 0.03
F -6.05 3.00 4.40
Cs 1.06 -1.59 -3.47
O 3.98 -5.90 1.49
H 4.40 -5.09 1.81
*
```

Gap between HOMO and LUMO = 1.50 eV
E = -3795.3367 Ha
Highest occupied orbital energy = -3.918 eV
F_max = 0.3844 Eh/bohr

Atomic partial charges in e from the Löwdin method, atoms 1 to 8: 0.17 -0.64 0.18 -0.34 -0.90 0.05 -0.36 0.17

---

(10)
A 2-piece molecular cluster, C7H2N5O5 overall at a distorted geometry. Source: OMol25; level of theory: ωB97M-V with the def2-TZVPD basis set.

```
! wB97M-V def2-TZVPD RIJCOSX def2/J DEFGRID3
* xyz -1 1
C -2.58 2.47 0.65
N -3.69 2.83 0.76
O 1.31 -2.86 -2.32
N 1.11 -2.67 -1.11
O 1.18 -3.58 -0.25
C 0.77 -1.34 -0.61
C 0.52 -1.14 0.74
C 0.00 0.09 1.20
N -0.07 0.33 2.63
O 0.22 -0.63 3.39
O -0.39 1.46 3.06
C -0.33 1.14 0.32
C 0.03 1.01 -1.04
N 0.02 1.93 -2.05
O 0.56 1.18 -3.14
N 0.89 -0.11 -2.82
C 0.58 -0.22 -1.51
H 0.71 -1.94 1.45
H -0.82 2.07 0.65
*
```

Gap between HOMO and LUMO = 6.08 eV
E = -917.6621 Ha
Highest occupied orbital energy = -5.511 eV
F_max = 0.0624 Eh/bohr

Atomic partial charges in e from the Löwdin method, atoms 1 to 8: -0.35 -0.16 0.06 -0.32 0.03 -0.07 0.09 -0.12

---

(11)
A 10-piece molecular cluster, C7H30O10 overall at a distorted geometry. Source: OMol25; level of theory: ωB97M-V with the def2-TZVPD basis set.

```
! wB97M-V def2-TZVPD RIJCOSX def2/J DEFGRID3
* xyz 0 1
C 0.57 -4.68 1.00
C 0.48 -3.55 0.05
C 0.03 -2.31 0.11
C 0.22 -1.19 -0.87
C 0.79 0.06 -0.31
C 0.51 1.21 -1.47
C -0.97 1.29 -1.52
O -1.68 1.44 -0.53
H 0.89 -4.47 2.03
H -0.32 -5.26 1.22
H 1.18 -5.34 0.38
H 1.22 -3.67 -0.78
H -0.77 -2.16 0.82
H 0.75 -1.46 -1.77
H -0.75 -0.99 -1.34
H 0.18 0.34 0.61
H 1.88 0.07 -0.19
H 1.27 1.11 -2.33
H 0.91 2.08 -1.01
H -1.42 0.99 -2.48
O -3.38 -3.05 0.94
H -4.17 -2.71 1.41
H -2.91 -3.69 1.50
O 3.60 2.07 1.12
H 3.86 1.73 1.99
H 2.82 2.63 1.46
O 3.98 0.78 -1.16
H 4.89 0.52 -1.07
H 3.82 1.31 -0.33
O -3.35 -0.70 -2.05
H -3.62 -1.58 -2.23
H -3.17 -0.53 -1.13
O 1.52 2.44 2.76
H 0.93 1.66 2.90
H 1.00 3.07 2.26
O -3.72 0.06 1.44
H -3.06 -0.45 0.96
H -3.77 0.71 0.74
O 0.04 3.69 0.71
H -0.74 3.19 0.55
H -0.15 4.63 0.63
O 2.14 -0.02 -4.19
H 2.26 0.26 -3.29
H 2.36 0.78 -4.68
O -0.70 0.89 2.88
H -1.36 0.94 2.19
H -1.09 0.96 3.73
*
```

Gap between HOMO and LUMO = 9.44 eV
SMILES = C/C=C/CCCC=O.O.O.O.O.O.O.O.O.O
ΔE to the lowest compared entry with this formula, charge and spin = 72.1 kcal per mole
E = -1037.0207 Ha
Highest occupied orbital energy = -9.161 eV
F_max = 0.0591 Eh/bohr

Atomic partial charges in e from the Löwdin method, atoms 1 to 8: -0.11 -0.18 -0.11 -0.23 -0.13 -0.10 -0.25 0.00